A molecular structure, C49H64N4O4P2Ti at a distorted geometry. Source: OMol25; level of theory: ωB97M-V/def2-TZVPD.

Structure (XYZ):
```
124
C49H64N4O4P2Ti ωB97M-V/def2-TZVPD
Ti 1.4645 -0.2286 -0.1065
N -1.9398 0.8735 -0.6842
C -1.8415 1.9320 -1.5625
C -2.6295 3.0676 -1.3409
C -2.6559 4.1127 -2.2438
C -1.8937 4.0419 -3.4017
C -1.1111 2.9177 -3.6168
C -1.0537 1.8475 -2.7231
C -0.1325 0.7118 -3.0589
C -0.2221 0.2546 -4.3824
C 0.6832 -0.6482 -4.9093
C 1.7338 -1.0786 -4.1151
C 1.8068 -0.6435 -2.8020
C 0.8746 0.2198 -2.1950
H -2.1754 1.1196 0.2640
H -1.1933 0.2019 -0.7295
H -3.2308 3.1088 -0.4393
H -3.2719 4.9812 -2.0408
H -1.8901 4.8557 -4.1163
H -0.4755 2.8772 -4.4939
H -1.0368 0.6133 -5.0023
H 0.5746 -1.0052 -5.9268
H 2.4748 -1.7707 -4.4985
H 2.6555 -1.0176 -2.2237
O 3.1375 -0.7971 0.5456
C 3.6394 -2.0145 0.2956
C 2.9559 -3.0567 -0.3616
C 3.6692 -4.2393 -0.6819
C 3.0883 -5.2718 -1.4230
C 1.7619 -5.1121 -1.8893
C 1.0483 -3.9770 -1.5523
C 1.5872 -2.9677 -0.7594
O 0.7942 -1.9224 -0.3752
N 3.8012 -6.4197 -1.7248
O 5.0118 -6.5266 -1.3139
O 3.2363 -7.3454 -2.4139
H 4.6713 -2.1739 0.5971
H 4.7001 -4.3475 -0.3757
H 1.3355 -5.8919 -2.5019
H 0.0366 -3.8416 -1.9180
C -1.2669 4.3939 1.9026
C -0.1082 4.1780 2.8355
C -0.0204 4.8862 4.0192
C 1.0232 4.6736 4.9146
C 1.9961 3.7506 4.5721
C 1.9586 3.0242 3.3850
C 3.1472 2.1345 3.0940
C 0.8675 3.1985 2.4959
N 0.7189 2.6360 1.2377
H -1.7905 5.3221 2.1435
H -1.9853 3.5703 1.9767
H -0.9392 4.4141 0.8633
H -0.7901 5.6181 4.2474
H 1.0827 5.2264 5.8442
H 2.8422 3.5932 5.2362
H 3.2716 1.3790 3.8718
H 4.0622 2.7338 3.0857
H 3.0898 1.6177 2.1429
C 0.2556 0.0661 3.1047
C 0.6573 0.2274 1.6745
N 0.8891 1.3261 1.0378
H 1.1031 -0.3076 3.6823
H -0.5266 -0.6902 3.1931
H -0.0921 0.9960 3.5559
C 1.7398 3.7268 -1.9228
C 2.8830 2.8241 -2.3828
P 3.4004 1.6861 -1.0365
C 4.9379 0.9544 -1.7550
C 5.9653 0.5270 -0.7075
C 4.0736 2.8807 0.1973
C 4.9621 4.0010 -0.3377
H 1.3312 4.3071 -2.7525
H 2.0739 4.4222 -1.1496
H 0.9301 3.1454 -1.4827
H 3.7381 3.4200 -2.7175
H 2.5705 2.1922 -3.2186
H 5.3771 1.6655 -2.4617
H 4.6225 0.0865 -2.3385
H 6.4920 1.3904 -0.2954
H 6.7083 -0.1440 -1.1419
H 5.4852 0.0022 0.1182
H 4.6195 2.2831 0.9307
H 3.2035 3.2827 0.7237
H 5.7327 3.6242 -1.0152
H 5.4679 4.5171 0.4823
H 4.3791 4.7453 -0.8816
C -3.7874 -4.3411 2.0585
C -2.5572 -3.6571 1.4652
C -1.6044 -3.2923 2.6152
C -1.8015 -4.6148 0.5423
P -2.8032 -2.0157 0.5709
C -3.9893 -1.1666 1.7122
C -3.4565 -0.1026 2.4410
C -4.2336 0.6470 3.3158
C -5.5781 0.3488 3.4704
C -6.1315 -0.7065 2.7553
C -5.3444 -1.4541 1.8920
C -3.7835 -2.2884 -1.0225
C -2.7068 -2.5209 -2.0976
C -4.7945 -3.4342 -1.0929
C -4.4982 -0.9749 -1.3620
H -3.4717 -5.2568 2.5709
H -4.5173 -4.6241 1.2998
H -4.2848 -3.7066 2.7933
H -1.3006 -4.2035 3.1404
H -2.0872 -2.6297 3.3394
H -0.7066 -2.8008 2.2348
H -1.4775 -5.4888 1.1159
H -0.9054 -4.1442 0.1350
H -2.4098 -4.9733 -0.2889
H -2.4063 0.1395 2.3214
H -3.7847 1.4668 3.8635
H -6.1945 0.9350 4.1413
H -7.1811 -0.9499 2.8719
H -5.7962 -2.2771 1.3555
H -2.2137 -3.4858 -1.9746
H -1.9347 -1.7493 -2.0695
H -3.1715 -2.5049 -3.0892
H -4.3426 -4.4031 -0.8850
H -5.2042 -3.4761 -2.1087
H -5.6352 -3.2954 -0.4118
H -3.8072 -0.1308 -1.3253
H -5.3280 -0.7686 -0.6842
H -4.8979 -1.0462 -2.3790
```

Output
Multiplicity: 3
Maximum force: 1.15 eV/A
Total charge: -2
<S²>: 2.062
Energy relative to the best compared isomer or geometry (same formula, charge and spin): 24.33 kcal/mol